[1]
Below is C34H37N3O4RuSi as an isolated structure, with properties calculated with ωB97M-V/def2-TZVPD.

Geometry as XYZ:
```
80
Properties=species:S:1:pos:R:3:lowdin_charge:R:1
Ru -0.4307 0.7118 -0.2570 1.122
C -1.1295 2.2407 1.8699 -0.279
C -0.1702 3.0628 1.2195 -0.275
C -0.6462 3.3429 -0.0843 -0.280
C -1.9120 2.7357 -0.2350 -0.287
C -2.2090 2.0443 0.9782 -0.297
C -3.5395 1.4805 1.3741 -0.050
C -2.8007 2.9624 -1.4161 -0.035
C 0.0068 4.2130 -1.1098 -0.034
C 1.0708 3.6467 1.8155 -0.062
C -1.0360 1.6823 3.2595 -0.044
H -4.1557 2.2606 1.8332 0.086
H -3.4315 0.6727 2.1000 0.067
H -4.0876 1.0879 0.5183 0.060
H -2.2916 2.6700 -2.3356 0.069
H -3.0452 4.0256 -1.5038 0.086
H -3.7340 2.4053 -1.3348 0.062
H -0.4859 5.1897 -1.1676 0.083
H -0.0498 3.7427 -2.0911 0.069
H 1.0587 4.3812 -0.8741 0.072
H 0.9485 4.7225 1.9729 0.085
H 1.9314 3.5093 1.1553 0.063
H 1.3160 3.1892 2.7736 0.056
H -1.9307 1.9165 3.8432 0.077
H -0.1745 2.0818 3.7932 0.068
H -0.9252 0.5938 3.2466 0.060
O 2.8707 -4.2933 -4.1900 -0.048
C 1.7664 -3.8653 -4.5897 -0.721
O 1.1111 -4.1198 -5.6149 -0.034
C 1.1167 -2.8669 -3.6313 -0.095
C 0.8334 -3.2441 -2.3210 -0.012
C 0.3031 -2.3225 -1.4474 -0.176
N 0.0439 -1.0620 -1.7983 0.007
C 0.2785 -0.6981 -3.0596 -0.188
C 0.8053 -1.5613 -4.0031 0.074
C -0.0758 0.7383 -3.3569 -0.595
O -0.1672 1.1295 -4.5076 0.057
O -0.2781 1.4682 -2.3016 -0.188
H 1.0539 -4.2511 -1.9902 0.122
H 0.0806 -2.5826 -0.4168 0.083
H 0.9551 -1.2099 -5.0143 0.133
C 3.0458 -0.2876 5.2919 -0.104
C 2.0806 -1.1373 4.7703 -0.099
C 1.6604 -0.9909 3.4544 -0.131
C 2.1911 0.0041 2.6284 -0.340
C 3.1651 0.8453 3.1747 -0.123
C 3.5916 0.7035 4.4873 -0.096
Si 1.6504 0.2846 0.8406 0.736
C 2.9326 -0.5402 -0.2503 -0.349
C 3.1263 -1.9208 -0.3552 -0.122
C 4.0111 -2.4516 -1.2797 -0.078
C 4.7495 -1.6055 -2.0959 -0.076
C 4.5991 -0.2320 -1.9867 -0.089
C 3.6847 0.2944 -1.0820 -0.127
H 3.3677 -0.3930 6.3206 0.095
H 1.6568 -1.9188 5.3898 0.096
H 0.9057 -1.6609 3.0570 0.078
H 3.6153 1.6151 2.5550 0.097
H 4.3477 1.3690 4.8860 0.097
H -0.0200 -0.6822 1.0003 0.003
H 2.5672 -2.5910 0.2886 0.099
H 4.1111 -3.5236 -1.3883 0.107
H 5.4283 -2.0232 -2.8279 0.105
H 5.1692 0.4310 -2.6259 0.097
H 3.5442 1.3701 -1.0315 0.087
C -4.0078 -3.4340 1.5597 -0.023
C -3.6591 -2.3879 0.5550 -0.303
C -4.2658 -1.9916 -0.6134 0.018
C -3.4319 -0.9887 -1.1571 -0.335
N -2.3983 -0.7772 -0.3611 0.010
N -2.5517 -1.6291 0.6710 0.033
C -3.5769 -0.2489 -2.4440 -0.013
H -5.0866 -3.5651 1.6157 0.078
H -3.6394 -3.1601 2.5491 0.077
H -3.5624 -4.3935 1.2916 0.082
H -5.1912 -2.3627 -1.0218 0.110
H -1.8236 -1.6566 1.3675 0.116
H -4.5219 0.2953 -2.4837 0.081
H -3.5521 -0.9445 -3.2841 0.091
H -2.7567 0.4553 -2.5670 0.052
```

As for the charge: -1. Its expectation value of S² is 8.78. Its HOMO energy (spin up / spin down) is -4.4 / -5.1 eV. The value obtained for the lowest unoccupied orbital energy (spin up / spin down) is 2.010 / 1.534 eV. The calculation puts the energy above the lowest of the compared OMol25 structures with the same formula, charge and spin at 1.652 eV. For the electronic energy, the calculation gives -58978.8777 eV. Its spin multiplicity is 6.

[2]
Below is C34H37N5O3STa as an isolated structure, with properties calculated with ωB97M-V/def2-TZVPD.

Geometry as XYZ:
```
81
Properties=species:S:1:pos:R:3:lowdin_charge:R:1
Ta -0.4012 -0.5883 -0.1628 1.774
C 2.2281 -2.6030 -1.6431 -0.027
O 1.6641 -2.0923 -0.4207 -0.207
C 2.4248 -2.2370 0.7268 -0.209
C 3.6575 -2.8613 0.7636 0.010
C 4.3313 -2.9773 1.9708 -0.014
C 3.7881 -2.4575 3.1392 -0.030
C 2.5607 -1.8329 3.1023 0.015
C 1.8609 -1.7307 1.8971 -0.175
N 0.5583 -1.2002 1.8243 -0.048
N -0.0753 -1.0652 2.9178 0.132
C -1.3719 -0.8140 3.1010 -0.165
C -2.3221 -0.9696 2.0444 -0.307
O -1.7981 -1.1876 0.8352 -0.276
C -3.6827 -0.9121 2.2915 0.034
C -4.1279 -0.6210 3.5639 0.070
C -3.2463 -0.4153 4.6431 -0.143
C -3.7323 -0.0972 5.9301 0.014
C -2.8626 0.0942 6.9707 -0.020
C -1.4820 -0.0408 6.7619 -0.008
C -0.9776 -0.3437 5.5151 0.000
C -1.8447 -0.5320 4.4354 -0.079
H 2.4615 -3.6607 -1.5382 0.116
H 1.4686 -2.4726 -2.4079 0.062
H 3.1240 -2.0412 -1.9060 0.118
H 4.1134 -3.2676 -0.1274 0.122
H 5.2919 -3.4729 1.9935 0.131
H 4.3220 -2.5490 4.0745 0.128
H 2.1240 -1.4056 3.9923 0.113
H -4.3780 -1.0799 1.4792 0.139
H -5.1936 -0.5541 3.7476 0.145
H -4.8023 -0.0128 6.0723 0.133
H -3.2389 0.3448 7.9528 0.128
H -0.8058 0.0923 7.5958 0.127
H 0.0894 -0.4374 5.3717 0.110
C -0.1905 4.1739 2.9862 -0.048
C -1.0867 4.3431 1.7607 -0.207
N -0.3781 4.0907 0.4960 -0.069
C 0.1853 5.2557 -0.2217 -0.152
C 1.6801 5.4374 0.0272 -0.041
C -0.2008 2.8884 0.0070 -0.557
S -0.9869 1.5477 0.9070 0.862
N 0.4824 2.7564 -1.1247 0.152
C 0.8704 1.6866 -1.7436 -0.305
O 0.7054 0.4682 -1.2036 -0.261
C 1.4807 1.7926 -3.0452 -0.141
C 1.8838 0.6347 -3.7325 -0.008
C 2.4442 0.7363 -4.9868 -0.038
C 2.6110 1.9893 -5.5705 -0.009
C 2.2101 3.1423 -4.9019 -0.023
C 1.6498 3.0506 -3.6460 0.018
H -0.7749 4.3765 3.8826 0.095
H 0.6420 4.8748 2.9669 0.080
H 0.2045 3.1590 3.0551 0.062
H -1.4677 5.3599 1.7222 0.133
H -1.9437 3.6747 1.8291 0.087
H -0.3609 6.1310 0.1189 0.131
H -0.0085 5.1196 -1.2832 0.119
H 1.8863 5.5972 1.0843 0.076
H 2.0265 6.3155 -0.5158 0.096
H 2.2426 4.5717 -0.3199 0.073
H 1.7494 -0.3321 -3.2652 0.086
H 2.7580 -0.1487 -5.5233 0.120
H 3.0590 2.0691 -6.5522 0.129
H 2.3386 4.1078 -5.3710 0.127
H 1.3392 3.9365 -3.1124 0.114
C -3.2252 -3.3121 -4.2531 -0.008
C -1.7287 -3.5244 -3.9386 -0.571
C -1.4832 -4.9706 -3.4536 -0.008
C -0.8659 -3.1986 -5.1726 -0.011
C -1.3573 -2.6377 -2.8606 -0.071
N -1.0569 -1.9364 -1.9988 0.145
H -3.5016 -4.0040 -5.0471 0.110
H -3.4202 -2.2978 -4.5994 0.100
H -3.8490 -3.5227 -3.3850 0.100
H -1.7492 -5.6460 -4.2655 0.110
H -2.1081 -5.2104 -2.5939 0.101
H -0.4369 -5.1408 -3.1992 0.093
H -1.1437 -3.8894 -5.9673 0.110
H 0.1977 -3.3295 -4.9706 0.090
H -1.0476 -2.1840 -5.5261 0.098
```

As for the charge: +3. Its HOMO energy is -15.7 eV. The value obtained for the lowest unoccupied orbital energy is -10.074 eV. The calculation puts the energy above the lowest of the compared OMol25 structures with the same formula, charge and spin at 1.487 eV. For the electronic energy, the calculation gives -61815.3662 eV. Its spin multiplicity is 1.

[3]
Below is C34H37N5O5S2SbV as an isolated structure, with properties calculated with ωB97M-V/def2-TZVPD.

Geometry as XYZ:
```
85
Properties=species:S:1:pos:R:3:lowdin_charge:R:1
V 1.0507 1.6073 0.2572 0.943
O 1.9816 3.3113 -0.4131 -0.241
C 3.3797 3.3679 -0.1226 -0.182
C 3.9901 2.0346 -0.4835 -0.138
N 3.2945 0.9488 0.2401 -0.182
C 3.7100 0.8634 1.6376 -0.077
C 2.7955 1.6762 2.5247 -0.566
O 2.9386 1.8476 3.6942 0.159
O 1.7414 2.1807 1.8356 -0.249
C 3.3633 -0.3169 -0.4820 -0.064
C 2.0997 -0.5370 -1.2799 -0.534
O 1.8864 -1.4871 -1.9685 0.137
O 1.2083 0.4666 -1.1323 -0.216
H 1.9291 3.3437 -1.4667 -0.054
H 3.4886 3.6217 0.9312 0.131
H 3.8369 4.1676 -0.7084 0.141
H 5.0628 2.0127 -0.2630 0.146
H 3.8442 1.8717 -1.5517 0.079
H 4.7368 1.2067 1.7873 0.152
H 3.6378 -0.1676 1.9818 0.130
H 3.4542 -1.1487 0.2153 0.137
H 4.2155 -0.3536 -1.1652 0.152
C 2.7076 -0.1097 -5.3668 -0.082
C 1.8432 1.1160 -5.6228 -0.275
N 0.8160 1.2885 -4.6146 -0.014
C 0.8876 2.0677 -3.5163 -0.780
S 2.2655 3.0795 -3.2882 0.735
N -0.2263 2.0640 -2.8004 -0.003
N -0.2509 2.4271 -1.4952 -0.027
C -1.1898 3.2535 -1.1738 -0.242
C -1.9834 4.0004 -2.1882 -0.006
C -1.4983 3.3069 0.2613 -0.175
C -2.5883 4.0018 0.7733 0.016
C -2.8837 3.9016 2.1205 -0.032
C -2.0810 3.1140 2.9293 -0.035
C -1.0027 2.4663 2.3561 -0.131
N -0.7195 2.5546 1.0543 0.035
H 3.5261 -0.1591 -6.0853 0.076
H 2.1297 -1.0315 -5.4467 0.071
H 3.1330 -0.0645 -4.3632 0.058
H 1.3489 1.0461 -6.5938 0.116
H 2.4546 2.0156 -5.6328 0.068
H 0.0274 0.6599 -4.6169 0.139
H -1.3422 4.2348 -3.0349 0.088
H -2.3917 4.9233 -1.7816 0.077
H -2.8071 3.3894 -2.5666 0.103
H -3.1987 4.6003 0.1153 0.113
H -3.7325 4.4318 2.5316 0.122
H -2.2664 3.0065 3.9883 0.120
H -0.3232 1.8716 2.9487 0.089
S 0.6038 -0.4292 1.7064 0.345
Sb -0.9590 -2.0876 1.3373 1.408
C -2.8115 -1.2183 0.9819 -0.359
C -3.6260 -1.6895 -0.0417 -0.103
C -4.8452 -1.0702 -0.2815 -0.062
C -5.2402 0.0077 0.4961 -0.060
C -4.4235 0.4766 1.5169 -0.069
C -3.2039 -0.1332 1.7616 -0.131
C -0.5184 -3.4348 -0.1776 -0.357
C -0.2195 -4.7570 0.1479 -0.111
C 0.1269 -5.6431 -0.8592 -0.066
C 0.1715 -5.2089 -2.1768 -0.056
C -0.1294 -3.8943 -2.4954 -0.064
C -0.4747 -2.9984 -1.4958 -0.140
C -0.9757 -3.0898 3.1565 -0.374
C -2.1110 -3.0403 3.9580 -0.110
C -2.0685 -3.5767 5.2375 -0.065
C -0.8986 -4.1523 5.7079 -0.061
C 0.2326 -4.2037 4.9048 -0.064
C 0.2013 -3.6669 3.6282 -0.130
H -3.3196 -2.5319 -0.6507 0.101
H -5.4845 -1.4296 -1.0763 0.113
H -6.1912 0.4868 0.3059 0.112
H -4.7371 1.3186 2.1202 0.107
H -2.5605 0.2408 2.5495 0.089
H -0.2650 -5.1015 1.1741 0.094
H 0.3598 -6.6710 -0.6166 0.112
H 0.4456 -5.9018 -2.9610 0.113
H -0.0828 -3.5582 -3.5218 0.115
H -0.6886 -1.9689 -1.7529 0.106
H -3.0290 -2.5953 3.5924 0.098
H -2.9480 -3.5415 5.8655 0.112
H -0.8655 -4.5614 6.7085 0.113
H 1.1419 -4.6546 5.2781 0.113
H 1.0937 -3.6947 3.0133 0.105
```

As for the charge: +1. Its expectation value of S² is 0.76. Its HOMO energy (spin up / spin down) is -10.0 / -10.0 eV. The value obtained for the lowest unoccupied orbital energy (spin up / spin down) is -4.045 / -3.512 eV. The calculation puts the energy above the lowest of the compared OMol25 structures with the same formula, charge and spin at 0.000 eV. For the electronic energy, the calculation gives -107438.5047 eV. Its spin multiplicity is 2.

Q: The highest spin multiplicity belongs to which entry?
A: C34H37N3O4RuSi